## one
The following is a quantum chemistry calculation of one molecule with the formula C5H8BrN, from the Open Molecules 2025 dataset.

Calculated values
* gap between HOMO and LUMO: 10.294 eV
* E_HOMO: -9.45 eV
* spin multiplicity: 1
* molar mass: 162.0 g mol⁻¹
* structure (SMILES): C[C@@H]1C[C@@H]1/C=N/Br
* LUMO: 0.845 eV

CARTESIAN COORDINATES (ANGSTROEM)
Br (4.7933, -0.1307, -0.0599)
N (3.2208, 0.6212, 0.5355)
C (-0.4329, -1.3141, 0.1576)
C (0.8618, 0.9896, 0.3642)
C (-0.3987, 0.1472, 0.5274)
C (2.1314, 0.4051, -0.0958)
C (-0.3862, 1.2122, -0.5111)
H (-1.4610, -1.6749, 0.1792)
H (2.0760, -0.2357, -0.9811)
H (-0.0303, -1.4888, -0.8367)
H (1.0251, 1.7244, 1.1460)
H (-0.9533, 0.3594, 1.4340)
H (-0.3193, 0.9164, -1.5473)
H (0.1376, -1.9013, 0.8754)
H (-0.9159, 2.1366, -0.3444)

---

## two
The following is a quantum chemistry calculation of a 2-piece molecular cluster, C5H8BrN overall, from the Open Molecules 2025 dataset.

Calculated values
* gap between HOMO and LUMO (alpha / beta): 8.156 / 8.154 eV
* E_HOMO (alpha / beta): -7.75 / -7.75 eV
* spin multiplicity: 1
* molar mass: 162.0 g mol⁻¹
* LUMO (alpha / beta): 0.405 / 0.404 eV

CARTESIAN COORDINATES (ANGSTROEM)
Br (2.9652, -0.4035, -0.0815)
N (-0.9609, 1.5896, -0.0155)
C (1.8301, 1.1280, -0.0146)
C (-0.4849, -0.7694, -0.8772)
C (-0.5455, -1.6389, 0.4820)
C (2.2658, 2.3471, 0.1545)
C (-0.4631, 0.5442, -0.3110)
H (0.4669, -1.1710, -1.3065)
H (-1.5716, -1.7973, 0.7361)
H (-1.8741, 1.8901, -0.3368)
H (0.0135, -2.6379, 0.3417)
H (1.5796, 3.1216, 0.3593)
H (-0.2721, -1.1568, 1.3866)
H (3.4356, 2.5650, 0.0523)
H (-1.3212, -0.8146, -1.4493)

---

## three
The following is a quantum chemistry calculation of one molecule with the formula C5H8BrN, from the Open Molecules 2025 dataset.

Calculated values
* gap between HOMO and LUMO: 10.543 eV
* E_HOMO: -9.68 eV
* spin multiplicity: 1
* molar mass: 162.0 g mol⁻¹
* structure (SMILES): [H]/N=C/[C@H](Br)C(=C)C
* LUMO: 0.865 eV

CARTESIAN COORDINATES (ANGSTROEM)
Br (1.3594, 2.5141, 0.4952)
N (2.0760, -1.0095, -1.0208)
C (-0.5615, -0.1072, 1.2208)
C (-1.2799, 0.2164, -1.1821)
C (1.0219, 0.9749, -0.4951)
C (2.0185, -0.1483, -0.1111)
C (-0.3851, 0.3996, -0.2636)
H (-0.0090, -1.0338, 1.4151)
H (-1.3410, 0.6670, -2.1611)
H (2.5540, -1.9086, -0.8449)
H (1.3338, 0.9911, -1.5762)
H (-0.1545, 0.7018, 1.9623)
H (2.3803, -0.2719, 0.8574)
H (-2.0782, -0.5256, -0.9991)
H (-1.6237, -0.4154, 1.3886)

---

Relative energies, eV: one 0.000; two 3.293; three 0.120.

---

## one
The following is a quantum chemistry calculation of an isolated ion of composition CH5BrN and charge +1, from the Open Molecules 2025 dataset.

Calculated values
* gap between HOMO and LUMO: 11.014 eV
* E_HOMO: -15.42 eV
* spin multiplicity: 1
* molar mass: 111.0 g mol⁻¹
* structure (SMILES): [NH3+]CBr
* net charge: +1
* LUMO: -4.405 eV

CARTESIAN COORDINATES (ANGSTROEM)
Br (0.0027, -1.8159, -1.4495)
N (0.1517, 0.8293, -0.0168)
C (-0.1836, -0.6175, 0.1958)
H (-0.2516, 0.9469, -0.9623)
H (1.1134, 0.9005, 0.0555)
H (-0.2769, 1.4457, 0.6410)
H (-1.1296, -0.7714, 0.5195)
H (0.5738, -0.9177, 1.0168)

---

## two
The following is a quantum chemistry calculation of CH5BrN as an isolated structure, from the Open Molecules 2025 dataset.

Calculated values
* gap between HOMO and LUMO (alpha / beta): 7.496 / 7.495 eV
* E_HOMO (alpha / beta): -15.03 / -15.03 eV
* spin multiplicity: 1
* molar mass: 111.0 g mol⁻¹
* net charge: +1
* LUMO (alpha / beta): -7.533 / -7.533 eV

CARTESIAN COORDINATES (ANGSTROEM)
Br (-0.6301, -0.4374, -0.1853)
N (1.6352, 0.5301, -0.7274)
C (-2.0297, -0.7673, 0.8034)
H (-1.9551, -1.6131, 1.3422)
H (-2.6897, 0.0677, 0.8564)
H (2.5276, -0.0395, -0.7408)
H (1.5714, 1.1271, -1.4627)
H (1.5703, 1.1323, 0.1143)

---

Relative energies, eV: one 0.000; two 2.300.

---

## one
The following is a quantum chemistry calculation of one molecule with the formula C3H4N4, from the Open Molecules 2025 dataset.

Calculated values
* gap between HOMO and LUMO: 9.717 eV
* E_HOMO: -9.43 eV
* spin multiplicity: 1
* molar mass: 96.1 g mol⁻¹
* structure (SMILES): C1Nc2n[nH]nc21
* LUMO: 0.285 eV

CARTESIAN COORDINATES (ANGSTROEM)
N (1.3236, -0.0499, 0.8218)
N (-1.2149, -0.1081, -1.2985)
N (-1.0954, 1.1888, -1.2728)
N (-0.3595, 1.8858, -0.2675)
C (0.5836, -1.2531, 0.4568)
C (-0.5549, -0.3419, -0.1125)
C (0.0846, 0.7824, 0.5259)
H (1.3238, -0.0484, 1.7927)
H (-1.5227, 1.9503, -2.0023)
H (1.0679, -2.2712, -0.1549)
H (0.3639, -1.7348, 1.5113)

---

## two
The following is a quantum chemistry calculation of one molecule with the formula C3H4N4, from the Open Molecules 2025 dataset.

Calculated values
* gap between HOMO and LUMO: 9.804 eV
* E_HOMO: -9.67 eV
* spin multiplicity: 1
* molar mass: 96.1 g mol⁻¹
* structure (SMILES): C=Nn1ccnn1
* LUMO: 0.135 eV

CARTESIAN COORDINATES (ANGSTROEM)
N (-0.0311, -0.4868, -0.0970)
N (-2.1242, -1.0235, -0.0167)
N (1.2429, -0.9775, -0.0464)
N (-0.9415, -1.5131, -0.0263)
C (2.1883, -0.1352, 0.0097)
C (-2.0206, 0.3613, 0.0092)
C (-0.6484, 0.7030, -0.0781)
H (2.1478, 0.9731, 0.1218)
H (-0.1294, 1.6917, -0.2750)
H (-2.8614, 0.9652, 0.2548)
H (3.1778, -0.5582, 0.1439)

---

Relative energies, eV: one 3.007; two 0.000.

---

## one
The following is a quantum chemistry calculation of one molecule with the formula C3H4N4, from the Open Molecules 2025 dataset.

Calculated values
* gap between HOMO and LUMO: 9.707 eV
* E_HOMO: -9.68 eV
* spin multiplicity: 1
* molar mass: 96.1 g mol⁻¹
* structure (SMILES): C=Cn1ncnn1
* LUMO: 0.028 eV

CARTESIAN COORDINATES (ANGSTROEM)
N (-1.8290, -1.4942, 0.2928)
N (0.1909, -0.8301, 0.7286)
N (-1.7775, -0.3113, -0.1882)
N (-0.4408, 0.0409, -0.0261)
C (0.1940, 1.0221, -0.6586)
C (-0.6452, -1.8506, 0.8515)
C (1.4643, 1.3399, -0.5819)
H (-0.5737, 1.7956, -0.9366)
H (-0.3157, -2.6081, 1.3353)
H (1.8572, 0.6605, 0.1455)
H (1.8755, 2.2352, -0.9623)

---

## two
The following is a quantum chemistry calculation of C3H4N4 as an isolated structure, from the Open Molecules 2025 dataset.

Calculated values
* gap between HOMO and LUMO: 8.487 eV
* E_HOMO: -8.27 eV
* spin multiplicity: 1
* molar mass: 96.1 g mol⁻¹
* LUMO: 0.217 eV

CARTESIAN COORDINATES (ANGSTROEM)
N (1.6177, 0.2146, -0.9025)
N (-1.1800, -0.9760, -0.3414)
N (0.0936, -1.2617, 0.2200)
N (-1.1149, 0.8790, 1.0679)
C (0.7508, -0.0498, 0.0318)
C (-1.6792, 0.1802, 0.0534)
C (0.1967, 0.6065, 1.1878)
H (-2.6732, 0.4374, -0.3051)
H (1.9572, 1.1588, -1.0264)
H (0.1036, -0.7270, 1.5020)
H (1.9204, -0.5066, -1.5468)

---

## three
The following is a quantum chemistry calculation of one molecule with the formula C3H4N4, from the Open Molecules 2025 dataset.

Calculated values
* gap between HOMO and LUMO: 8.245 eV
* E_HOMO: -8.63 eV
* spin multiplicity: 1
* molar mass: 96.1 g mol⁻¹
* structure (SMILES): C1=CNN=CN=N1
* LUMO: -0.381 eV

CARTESIAN COORDINATES (ANGSTROEM)
N (1.0799, -0.4690, -0.5515)
N (-1.8027, -0.3489, -0.3706)
N (0.3463, -1.5106, 0.0440)
N (-1.4932, 0.8589, -0.4147)
C (-0.9313, -1.3784, 0.1694)
C (0.9095, 0.7836, -0.0106)
C (-0.2733, 1.3761, 0.1712)
H (-0.2963, 2.3680, 0.7099)
H (1.8899, 1.2466, 0.1683)
H (-1.4893, -2.1638, 0.6746)
H (2.0603, -0.7624, -0.5900)

---

## four
The following is a quantum chemistry calculation of one molecule with the formula C3H4N4, from the Open Molecules 2025 dataset.

Calculated values
* gap between HOMO and LUMO: 7.998 eV
* E_HOMO: -8.45 eV
* spin multiplicity: 1
* molar mass: 96.1 g mol⁻¹
* LUMO: -0.447 eV

CARTESIAN COORDINATES (ANGSTROEM)
N (-1.1270, -1.1435, -1.1573)
N (1.3848, 0.6639, 0.6798)
N (-1.1132, 0.9007, -0.0933)
N (-0.5491, 1.8947, 0.5158)
C (-0.4514, -0.2579, -0.3452)
C (0.7851, 1.8995, 0.7857)
C (0.7894, -0.4819, 0.2388)
H (-0.9104, -2.1256, -1.0789)
H (2.0419, 1.0376, 1.3868)
H (1.2603, -1.4618, 0.3315)
H (-2.1103, -0.9257, -1.2638)

---

Relative energies, eV: one 0.000; two 2.577; three 0.524; four 0.987.